Below is 7 unconnected molecules or ions with the total composition C54H120F2N7O4S2 in a non-equilibrium geometry, with properties calculated with ωB97M-V/def2-TZVPD.

Computed properties:
- F_max: 9.3 eV/Å
- E: -103621.7148 eV
- Energy above the lowest of the compared OMol25 structures with the same formula, charge and spin: 343.7 kJ/mol
- Charge: +5
- Kohn-Sham gap: 7.45 eV

Structure (XYZ):
```
189
C54H120F2N7O4S2 (ωB97M-V/def2-TZVPD)
N 1.01420 1.56671 2.57511
S 0.63681 2.91345 3.17958
O 0.15495 2.81368 4.53423
O 0.42317 4.09308 2.38044
F 2.19177 3.39061 3.52546
S -0.38044 1.54228 1.59785
O -0.22049 1.99221 0.21560
O -1.60790 1.72087 2.30759
F -0.44259 -0.04686 1.36773
C 3.14876 5.28325 -12.41308
C 2.46748 4.64282 -11.23360
C 2.43942 5.61898 -10.07840
N 1.75323 5.12665 -8.80481
C 0.36073 4.44575 -9.12289
C -0.57359 4.31051 -8.08012
C -0.72311 5.51162 -7.16442
C 0.61497 6.24862 -6.75152
C 1.57013 6.41124 -7.88414
C 2.68043 4.15874 -8.02560
H 2.94931 4.82632 -13.38238
H 4.22250 5.23281 -12.23241
H 2.86180 6.33389 -12.36942
H 2.99853 3.76433 -10.86707
H 1.44583 4.32112 -11.43568
H 1.73517 6.41355 -10.32494
H 3.46487 5.91328 -9.85494
H -0.06996 5.09462 -9.88551
H 0.51366 3.50331 -9.64873
H -1.44598 4.18646 -8.72172
H -0.53364 3.39925 -7.48337
H -1.47005 6.07991 -7.71870
H -1.30489 5.28912 -6.26992
H 0.46820 7.10822 -6.09757
H 1.18530 5.57189 -6.11523
H 1.34467 7.29938 -8.47446
H 2.57699 6.60400 -7.51378
H 3.57782 4.65439 -7.65530
H 3.03444 3.42196 -8.74667
H 2.00798 3.83131 -7.23270
C 3.37998 -5.67153 11.75739
C 2.22597 -4.85035 11.27653
C 1.55746 -5.33934 9.96515
N 0.37117 -4.55760 9.41126
C -0.76559 -4.66289 10.45132
C -2.10811 -4.07791 9.91212
C -2.57069 -4.49005 8.49232
C -1.45771 -4.37231 7.50981
C -0.11218 -5.06844 8.04239
C 0.66317 -3.09462 9.18218
H 4.01088 -5.75383 10.87235
H 3.03521 -6.65466 12.07784
H 4.01757 -5.20423 12.50787
H 2.57063 -3.82554 11.13845
H 1.64935 -4.58903 12.16384
H 1.13739 -6.33553 10.10391
H 2.28028 -5.38855 9.15077
H -0.93454 -5.73448 10.55746
H -0.27465 -4.25883 11.33665
H -3.02782 -4.06074 10.49689
H -1.84554 -3.02922 10.05142
H -2.83991 -5.53559 8.64220
H -3.38356 -3.87077 8.11308
H -1.71918 -4.90399 6.59491
H -1.48650 -3.34111 7.15784
H -0.45522 -6.10004 8.12129
H 0.69189 -5.04345 7.30690
H 0.75061 -2.64609 10.17177
H 0.01033 -2.61028 8.45602
H 1.66563 -3.08242 8.75436
C -6.54934 4.05805 11.40121
C -5.19724 4.33551 12.00496
C -4.75752 5.89491 12.25675
N -3.50398 6.19070 13.06504
C -3.42275 7.73270 13.41953
C -4.48100 8.14136 14.49014
C -4.49513 7.23642 15.74134
C -4.53416 5.72542 15.33620
C -3.52173 5.23856 14.31011
C -2.28968 5.85478 12.16062
H -6.62112 2.97090 11.43371
H -6.78082 4.30759 10.36572
H -7.34711 4.42907 12.04465
H -4.39472 3.82443 11.47312
H -5.29930 3.79308 12.94488
H -5.59031 6.15724 12.90923
H -4.56410 6.61268 11.45957
H -3.54854 8.22923 12.45738
H -2.36438 7.90398 13.61605
H -5.49411 8.14491 14.08801
H -4.19312 9.17427 14.68591
H -5.26045 7.45959 16.48469
H -3.59184 7.30664 16.34734
H -5.55759 5.48682 15.04678
H -4.34434 5.15688 16.24660
H -3.40879 4.17447 14.10262
H -2.51202 5.41902 14.67892
H -2.46693 6.21703 11.14797
H -2.12900 4.77823 12.21839
H -1.39333 6.23322 12.65199
C 3.62961 -4.05655 -7.93108
C 4.36242 -5.37389 -7.52580
C 4.20718 -6.32728 -8.73032
N 5.43127 -6.39012 -9.75328
C 5.05071 -7.35530 -10.95673
C 5.86978 -7.23950 -12.24661
C 6.13304 -5.80125 -12.73758
C 6.81651 -5.03076 -11.57332
C 5.89146 -4.99568 -10.26728
C 6.66887 -7.09784 -9.09620
H 4.09368 -3.41080 -8.67656
H 3.38828 -3.43593 -7.06813
H 2.60847 -4.30537 -8.22001
H 3.88210 -5.81659 -6.65321
H 5.42434 -5.20673 -7.34556
H 3.47730 -5.89612 -9.41551
H 3.90928 -7.34644 -8.48403
H 3.99363 -7.09426 -11.00699
H 4.83526 -8.37262 -10.63003
H 5.47703 -7.87044 -13.04396
H 6.81069 -7.77225 -12.10893
H 5.24360 -5.30579 -13.12682
H 6.75623 -5.78105 -13.63163
H 7.07257 -4.00962 -11.85582
H 7.86221 -5.23615 -11.34435
H 4.95680 -4.45586 -10.41931
H 6.32469 -4.48560 -9.40691
H 7.55197 -7.13016 -9.73432
H 6.30544 -8.08961 -8.82712
H 6.81390 -6.54051 -8.17076
C -14.17140 -3.44293 -6.64148
C -13.34093 -2.55899 -5.68925
C -12.55844 -3.42757 -4.60560
N -11.62343 -2.54617 -3.78423
C -10.50885 -2.01846 -4.76770
C -9.30049 -1.30007 -3.91551
C -8.61736 -2.17525 -2.92340
C -9.68035 -2.74483 -1.99981
C -10.94939 -3.37709 -2.62469
C -12.41738 -1.40158 -3.10511
H -13.63521 -3.78375 -7.52717
H -15.00780 -2.86788 -7.03877
H -14.40435 -4.34743 -6.07959
H -14.02918 -1.93428 -5.11990
H -12.60994 -1.99522 -6.26883
H -11.79554 -3.98339 -5.15073
H -13.14465 -4.09375 -3.97262
H -10.06610 -2.82786 -5.34816
H -11.09186 -1.31614 -5.36347
H -8.49955 -0.98961 -4.58649
H -9.77484 -0.42468 -3.47191
H -8.18500 -2.90667 -3.60619
H -7.80428 -1.65227 -2.41992
H -9.24545 -3.40363 -1.24818
H -10.02797 -1.91942 -1.37853
H -10.89769 -4.39882 -3.00086
H -11.67837 -3.60592 -1.84730
H -11.82812 -0.92399 -2.32231
H -13.25303 -1.77902 -2.51578
H -12.74053 -0.65834 -3.83399
C 8.37418 -1.81267 1.85056
C 8.01456 -0.62891 0.93694
C 8.98511 -0.25573 -0.17922
N 8.64307 1.10345 -0.92838
C 9.87412 1.46283 -1.77762
C 9.60600 2.76622 -2.58789
C 9.41890 3.96437 -1.52919
C 8.25093 3.70519 -0.68656
C 8.31986 2.25887 -0.02379
C 7.37956 0.96026 -1.89432
H 9.46203 -1.87803 1.83048
H 7.99934 -2.81168 1.62789
H 8.20849 -1.72118 2.92400
H 7.75399 0.19407 1.60244
H 7.06177 -0.82535 0.44530
H 9.14344 -0.95669 -0.99879
H 9.98718 -0.22508 0.24858
H 10.67283 1.64905 -1.05964
H 10.13453 0.55103 -2.31511
H 10.41438 2.95365 -3.29464
H 8.77202 2.77262 -3.28969
H 10.32013 4.04401 -0.92128
H 9.47331 4.95689 -1.97644
H 8.11957 4.55259 -0.01369
H 7.35484 3.81705 -1.29698
H 9.02622 2.15247 0.79951
H 7.36082 1.97823 0.41163
H 7.73148 0.47201 -2.80309
H 6.97618 1.96854 -1.98793
H 6.70838 0.23913 -1.42786
```